DFT (ωB97M-V/def2-TZVPD) results for C35H50IN2PRe as an isolated structure at a distorted geometry.

Calculated values
* 2S+1: 4
* orbital gap (alpha / beta): 5.389 / 4.389 eV
* net charge: +4
* lowest unoccupied orbital energy (alpha / beta): -0.530 / -0.566 Eh
* energy: -59562.588 eV

Each line ends with the Mulliken spin population.
CARTESIAN COORDINATES (ANGSTROEM)
Re -1.182 -0.547 0.231  2.308
C 1.339 2.442 5.729  -0.004
C 0.314 1.477 5.147  -0.014
C 0.173 0.200 5.953  0.004
C 0.491 1.278 3.664  0.005
C -0.039 2.192 2.742  -0.046
C 0.127 2.089 1.370  0.063
C -0.646 3.095 0.535  -0.006
C -0.002 3.618 -0.742  -0.002
C -2.016 2.461 0.265  0.033
C 0.889 0.986 0.821  0.015
C 1.535 0.131 1.794  -0.025
C 1.244 0.227 3.149  0.046
C 2.723 -0.732 1.409  0.033
C 4.027 -0.080 1.879  -0.014
C 2.625 -2.147 1.977  -0.010
C 1.613 1.178 -0.484  -0.030
C 2.665 2.104 -0.398  -0.006
C 3.517 2.349 -1.460  0.001
C 3.339 1.656 -2.652  0.000
C 2.302 0.739 -2.765  -0.004
C 1.409 0.504 -1.714  -0.058
P 0.010 -0.646 -2.013  0.315
C -1.075 -0.032 -3.550  -0.058
C -1.941 1.118 -3.049  0.046
C -1.936 -1.220 -3.944  0.017
C -0.217 0.445 -4.701  0.000
C 0.782 -2.389 -2.473  -0.029
C -0.315 -3.448 -2.395  0.026
C 1.465 -2.471 -3.822  -0.001
C 1.820 -2.608 -1.378  0.001
H 1.071 2.711 6.752  0.000
H 1.440 3.347 5.135  0.000
H 2.325 1.977 5.806  0.000
H -0.650 2.011 5.260  -0.003
H 1.100 -0.376 5.950  -0.001
H -0.630 -0.433 5.576  0.000
H -0.026 0.428 7.000  0.000
H -0.614 3.021 3.126  0.002
H -0.823 3.972 1.165  -0.002
H 0.104 2.845 -1.501  0.004
H 0.974 4.051 -0.540  0.000
H -0.620 4.417 -1.150  0.000
H -1.879 1.458 -0.205  0.018
H -2.596 3.069 -0.426  0.004
H -2.576 2.354 1.194  -0.003
H 1.715 -0.468 3.824  -0.002
H 2.750 -0.759 0.314  0.001
H 4.093 -0.084 2.964  -0.001
H 4.121 0.937 1.509  0.002
H 4.871 -0.652 1.497  -0.001
H 2.966 -2.191 3.008  -0.001
H 3.288 -2.800 1.414  -0.001
H 1.611 -2.536 1.925  0.002
H 2.804 2.642 0.530  0.001
H 4.313 3.074 -1.359  0.000
H 3.986 1.851 -3.495  0.000
H 2.189 0.216 -3.701  0.000
H -2.623 0.802 -2.257  -0.031
H -2.553 1.469 -3.883  0.002
H -1.346 1.968 -2.723  0.006
H -2.317 -1.751 -3.074  -0.002
H -1.399 -1.920 -4.576  0.001
H -2.789 -0.874 -4.527  0.000
H 0.341 1.346 -4.458  0.000
H -0.893 0.704 -5.522  0.002
H 0.449 -0.316 -5.101  0.001
H -0.772 -3.629 -3.362  0.002
H -1.093 -3.202 -1.672  -0.011
H 0.135 -4.392 -2.091  0.000
H 0.796 -2.321 -4.665  0.000
H 1.839 -3.493 -3.926  0.001
H 2.333 -1.825 -3.907  0.000
H 1.370 -2.495 -0.393  0.013
H 2.662 -1.929 -1.490  0.001
H 2.221 -3.617 -1.456  0.001
I -2.482 -0.343 2.852  0.021
C -3.936 -0.829 1.371  0.046
C -5.268 -0.992 1.682  -0.005
C -6.148 -1.263 0.638  0.018
C -5.650 -1.341 -0.655  -0.005
C -4.286 -1.195 -0.862  0.010
N -3.435 -0.947 0.135  0.025
H -5.616 -0.913 2.701  0.001
H -7.197 -1.417 0.850  -0.001
H -6.299 -1.530 -1.496  0.001
H -3.869 -1.277 -1.857  0.003
N -0.862 -3.551 1.047  0.182
C -0.859 -2.465 0.637  0.089
H -0.801 -4.509 1.341  -0.003


DFT (ωB97M-V/def2-TZVPD) results for a 4-piece molecular cluster, C38H43BrN4O6S overall.

Calculated values
* SMILES: CC(=O)OCCCCc1c(C)ccc2c1C(=O)c1c(C)c(CON=O)c(S)c(C[C@H](C)Br)c1C2=O.c1cc[nH]c1.c1cc[nH]c1.c1cc[nH]c1
* orbital gap: 7.040 eV
* lowest unoccupied orbital energy: -0.037 Eh
* energy: -139223.931 eV

Each line ends with the Mulliken charge.
CARTESIAN COORDINATES (ANGSTROEM)
C 2.544 1.487 1.332  -0.804
C 3.871 0.884 0.973  0.495
O 4.910 1.243 1.458  -0.596
O 3.797 -0.075 0.021  0.046
C 4.466 -1.319 0.301  -0.721
C 5.555 -1.618 -0.722  -0.719
C 5.022 -2.365 -1.966  0.837
C 5.126 -1.582 -3.283  -1.615
C 4.479 -0.223 -3.139  0.353
C 5.259 0.947 -3.115  1.225
C 6.751 0.909 -3.314  -1.682
C 4.638 2.182 -2.929  -1.075
C 3.272 2.293 -2.739  -0.809
C 2.510 1.136 -2.755  0.689
C 3.094 -0.111 -2.979  0.370
C 2.153 -1.275 -3.020  -0.865
O 2.236 -2.156 -3.843  -0.555
C 1.068 -1.228 -1.979  1.214
C 0.630 -2.375 -1.308  0.400
C 1.186 -3.720 -1.696  -1.648
C -0.337 -2.212 -0.303  -0.138
C -0.831 -3.421 0.443  -1.403
O -1.924 -3.954 -0.333  -0.194
N -2.105 -5.360 -0.142  0.199
O -2.172 -5.666 0.977  -0.290
C -0.849 -0.934 -0.008  0.768
S -2.050 -0.779 1.316  -0.077
C -0.452 0.204 -0.725  0.796
C -1.016 1.580 -0.436  -2.306
C -2.111 2.037 -1.419  0.308
C -2.095 3.547 -1.583  -1.222
Br -3.866 1.442 -0.780  -0.238
C 0.524 0.030 -1.715  0.478
C 1.048 1.178 -2.521  -0.359
O 0.337 2.057 -2.954  -0.589
H 2.660 2.051 2.255  0.481
H 1.782 0.723 1.480  0.160
H 2.225 2.186 0.557  0.162
H 3.703 -2.099 0.328  0.221
H 4.912 -1.275 1.295  0.554
H 6.027 -0.673 -0.980  0.144
H 6.287 -2.254 -0.223  0.433
H 3.972 -2.581 -1.759  -1.122
H 5.502 -3.339 -2.069  0.708
H 4.676 -2.151 -4.092  0.483
H 6.183 -1.451 -3.502  0.447
H 7.162 1.913 -3.367  0.436
H 6.979 0.413 -4.260  0.377
H 7.256 0.332 -2.541  0.315
H 5.252 3.074 -2.920  0.375
H 2.784 3.247 -2.592  0.538
H 0.800 -4.021 -2.669  0.321
H 2.269 -3.686 -1.797  0.166
H 0.954 -4.501 -0.983  0.353
H -0.060 -4.180 0.543  0.573
H -1.157 -3.150 1.443  0.475
H -1.195 -0.797 2.352  0.239
H -0.200 2.303 -0.463  0.304
H -1.408 1.575 0.579  1.075
H -1.938 1.531 -2.361  0.527
H -1.843 4.015 -0.629  0.335
H -1.311 3.806 -2.292  0.300
H -3.055 3.933 -1.912  0.345
C -1.569 0.148 6.325  -0.106
C -0.276 0.475 6.818  -0.829
C 0.329 1.265 5.878  -0.448
N -0.546 1.426 4.838  0.045
C -1.705 0.751 5.103  -0.630
H -2.307 -0.464 6.817  0.464
H 0.157 0.165 7.754  0.396
H 1.302 1.725 5.862  0.393
H -0.366 1.958 4.007  0.199
H -2.522 0.759 4.400  0.503
C -5.981 3.591 -5.446  -0.516
C -5.554 2.509 -6.263  -0.360
C -5.110 1.519 -5.426  -0.521
N -5.250 1.962 -4.140  0.087
C -5.782 3.221 -4.142  -0.366
H -6.388 4.532 -5.778  0.396
H -5.571 2.463 -7.339  0.394
H -4.708 0.543 -5.636  0.369
H -5.000 1.444 -3.316  0.134
H -5.972 3.742 -3.220  0.380
C -6.655 -1.601 7.793  -0.553
C -7.129 -1.624 6.453  -0.517
C -6.192 -0.994 5.678  -0.404
N -5.173 -0.592 6.498  0.078
C -5.446 -0.959 7.787  -0.318
H -7.145 -2.010 8.660  0.389
H -8.051 -2.053 6.099  0.389
H -6.163 -0.800 4.620  0.393
H -4.352 -0.098 6.199  0.212
H -4.760 -0.732 8.586  0.352


DFT (ωB97M-V/def2-TZVPD) results for a 2-piece molecular cluster, CH3BrO overall at a distorted geometry.

Calculated values
* energy relative to the best compared isomer or geometry (same formula, charge and spin): 373.2 kJ/mol
* orbital gap (alpha / beta): 7.922 / 7.916 eV
* lowest unoccupied orbital energy (alpha / beta): -0.018 / -0.018 Eh
* energy: -73171.247 eV

Each line ends with the natural charge from an NBO analysis.
CARTESIAN COORDINATES (ANGSTROEM)
C 2.124 -1.293 0.487  -0.305
O -0.135 0.996 -0.112  -0.912
Br 2.909 0.161 -0.090  0.188
H 2.783 -1.934 1.096  0.118
H 0.083 1.813 -0.528  0.453
H -1.058 1.196 -0.229  0.457


DFT (ωB97M-V/def2-TZVPD) results for a single C15H23FN2O2S molecule.

Calculated values
* SMILES: CC1(C)CC(NS(=O)(=O)c2ccc(F)cc2)CC(C)(C)N1
* orbital gap: 9.370 eV
* lowest unoccupied orbital energy: 0.023 Eh
* energy: -36556.514 eV

Each line ends with the natural charge from an NBO analysis.
CARTESIAN COORDINATES (ANGSTROEM)
C 3.583 -0.401 2.114  -0.598
C 2.400 0.156 1.307  0.128
C 1.939 1.461 1.981  -0.628
C 1.268 -0.881 1.313  -0.420
C 0.216 -0.593 0.245  -0.058
N -0.842 -1.587 0.248  -0.868
S -2.090 -1.380 1.334  2.322
O -2.489 -2.681 1.783  -0.938
O -1.764 -0.371 2.301  -0.941
C -3.348 -0.731 0.239  -0.338
C -3.527 0.634 0.135  -0.174
C -4.469 1.135 -0.747  -0.279
C -5.209 0.238 -1.501  0.410
F -6.127 0.717 -2.360  -0.318
C -5.042 -1.134 -1.399  -0.268
C -4.093 -1.618 -0.515  -0.167
C 0.879 -0.537 -1.127  -0.404
C 1.991 0.522 -1.179  0.131
C 1.392 1.938 -1.269  -0.630
C 2.836 0.287 -2.441  -0.598
N 2.888 0.314 -0.055  -0.660
H 4.004 -1.264 1.605  0.217
H 4.362 0.352 2.213  0.203
H 3.259 -0.698 3.107  0.208
H 0.975 1.793 1.610  0.204
H 1.844 1.305 3.053  0.215
H 2.669 2.250 1.812  0.205
H 0.787 -0.896 2.292  0.232
H 1.693 -1.868 1.115  0.203
H -0.293 0.348 0.464  0.212
H -0.509 -2.539 0.254  0.407
H -2.938 1.287 0.758  0.243
H -4.640 2.194 -0.855  0.236
H -5.647 -1.794 -2.000  0.235
H -3.929 -2.675 -0.386  0.243
H 0.132 -0.327 -1.893  0.218
H 1.317 -1.515 -1.335  0.206
H 2.180 2.682 -1.173  0.208
H 0.655 2.117 -0.493  0.203
H 0.909 2.074 -2.234  0.210
H 3.355 -0.664 -2.367  0.218
H 2.206 0.279 -3.327  0.206
H 3.579 1.074 -2.551  0.203
H 3.637 0.997 -0.077  0.360


DFT (ωB97M-V/def2-TZVPD) results for C40H51NO2SiZn as an isolated structure.

Calculated values
* energy relative to the best compared isomer or geometry (same formula, charge and spin): 4.0 kJ/mol
* orbital gap: 6.057 eV
* lowest unoccupied orbital energy: -0.017 Eh
* energy: -104191.732 eV

Each line ends with the Mulliken charge.
CARTESIAN COORDINATES (ANGSTROEM)
Zn 0.724 -0.723 -2.656  0.030
C -2.787 -3.906 2.084  -1.717
C -3.166 -2.448 2.379  2.253
C -4.637 -2.406 2.794  -2.271
C -2.322 -1.938 3.555  -1.553
C -2.887 -1.602 1.136  -1.085
C -1.580 -1.460 0.697  -0.255
C -1.262 -0.712 -0.435  0.076
N 0.033 -0.561 -0.910  -1.420
C 1.170 -0.610 -0.075  0.784
C 1.145 -0.258 1.276  -0.162
C 2.305 -0.213 2.033  -0.031
C 3.507 -0.533 1.403  -0.343
C 3.596 -0.845 0.050  -0.358
C 2.412 -0.861 -0.709  1.452
O 2.451 -1.073 -2.046  -1.559
C 4.945 -1.122 -0.619  2.249
C 6.106 -1.079 0.378  -2.269
C 5.222 -0.056 -1.693  -1.606
C 4.940 -2.519 -1.258  -1.710
C 2.299 0.158 3.517  2.280
C 0.919 0.614 3.992  -1.952
C 3.287 1.305 3.777  -1.602
C 2.720 -1.061 4.348  -1.749
C -2.322 -0.135 -1.161  -0.262
O -1.997 0.486 -2.362  -0.472
C -3.651 -0.263 -0.762  -0.505
C -3.899 -0.993 0.404  0.184
C -4.807 0.365 -1.551  2.436
C -6.170 0.034 -0.932  -2.448
C -4.829 -0.160 -2.994  -1.571
C -4.676 1.894 -1.545  -1.242
H -2.969 -4.531 2.962  0.441
H -1.733 -3.994 1.817  0.314
H -3.378 -4.298 1.254  0.386
H -4.777 -3.006 3.695  0.439
H -5.288 -2.816 2.020  0.417
H -4.962 -1.387 3.015  0.397
H -2.533 -2.523 4.453  0.500
H -2.542 -0.890 3.767  0.364
H -1.255 -2.023 3.346  0.229
H -0.771 -1.953 1.218  1.209
H 0.194 0.012 1.712  0.668
H 4.413 -0.524 1.991  0.460
H 6.214 -0.094 0.836  0.391
H 7.035 -1.303 -0.150  0.445
H 5.986 -1.819 1.171  0.418
H 5.241 0.939 -1.240  0.292
H 4.454 -0.074 -2.464  0.265
H 6.196 -0.236 -2.155  0.496
H 4.791 -3.284 -0.493  0.372
H 5.901 -2.709 -1.744  0.458
H 4.148 -2.610 -1.997  0.272
H 0.573 1.489 3.435  0.312
H 0.969 0.885 5.048  0.502
H 0.170 -0.172 3.885  0.228
H 3.010 2.191 3.200  0.200
H 4.305 1.034 3.501  0.301
H 3.284 1.576 4.835  0.480
H 2.022 -1.888 4.195  0.312
H 2.734 -0.814 5.412  0.490
H 3.715 -1.407 4.065  0.279
H -4.917 -1.094 0.741  0.620
H -6.357 -1.041 -0.912  0.461
H -6.952 0.497 -1.536  0.451
H -6.262 0.422 0.084  0.429
H -4.918 -1.249 -3.000  0.359
H -3.928 0.113 -3.538  0.130
H -5.690 0.252 -3.525  0.462
H -4.634 2.273 -0.522  0.334
H -5.539 2.344 -2.043  0.533
H -3.788 2.230 -2.075  -0.024
C 2.394 0.327 -5.311  -0.531
C 2.546 1.483 -4.559  -0.525
C 1.495 1.973 -3.794  -0.332
C 0.254 1.328 -3.769  0.513
C 0.098 0.172 -4.579  -0.759
C 1.171 -0.327 -5.331  -0.447
Si -1.174 1.889 -2.655  0.134
C -0.610 2.877 -1.197  0.682
C 0.570 2.612 -0.497  0.345
C 0.917 3.360 0.617  -0.668
C 0.088 4.384 1.052  -0.541
C -1.085 4.667 0.366  -0.721
C -1.428 3.921 -0.752  -0.427
H 3.227 -0.068 -5.875  0.403
H 3.502 1.988 -4.541  0.395
H 1.647 2.854 -3.183  0.486
H -0.875 -0.307 -4.644  0.643
H 1.035 -1.218 -5.931  0.458
H -2.061 2.731 -3.487  -0.405
H 1.225 1.805 -0.800  0.016
H 1.832 3.127 1.147  0.420
H 0.355 4.963 1.927  0.404
H -1.732 5.467 0.702  0.414
H -2.345 4.154 -1.282  0.347


DFT (ωB97M-V/def2-TZVPD) results for an isolated ion of composition C4H6N3 and charge +1 at a distorted geometry.

Calculated values
* energy relative to the best compared isomer or geometry (same formula, charge and spin): 760.5 kJ/mol
* orbital gap: 5.505 eV
* net charge: +1
* lowest unoccupied orbital energy: -0.225 Eh
* energy: -8700.622 eV

Each line ends with the natural charge from an NBO analysis.
CARTESIAN COORDINATES (ANGSTROEM)
C 1.063 -1.044 -0.351  0.093
C -0.283 1.919 -0.425  -0.105
C -1.476 -0.138 0.609  -0.218
C -0.345 -0.579 -0.383  -0.143
N 2.016 -0.303 -0.088  0.143
N -0.747 0.783 -0.219  -0.338
N 2.762 0.399 0.469  -0.079
H 1.206 -1.960 -0.776  0.273
H -0.585 2.925 -0.160  0.204
H -2.474 -0.430 0.324  0.240
H -1.498 -0.053 1.699  0.253
H -0.788 -0.877 -1.325  0.253
H 3.361 1.098 0.080  0.425